Entry 1:
# C44H46As2N3O2RuS3

C44H46As2N3O2RuS3 as an isolated structure (the ωB97M-V functional and the def2-TZVPD basis, the Open Molecules 2025 dataset).

Element x y z (Å)
Ru1 -0.42312 1.04688 -0.53279
N1 -0.56046 -1.17142 -1.99691
C1 -1.21478 -1.02621 -3.32132
C2 -0.77759 0.28647 -3.94156
C3 -1.02898 1.37667 -2.91682
O1 -2.14303 1.40595 -2.31599
O2 -0.06936 2.14889 -2.61532
H1 0.41465 -1.39388 -2.10425
H2 -0.96737 -1.93681 -1.47593
H3 -2.28162 -0.99558 -3.16164
H4 -0.99802 -1.86691 -3.98041
H5 -1.33648 0.49951 -4.85364
H6 0.28353 0.27482 -4.18269
S1 -1.79726 2.69149 1.01192
C4 -3.53089 2.53095 0.74207
C5 -4.37149 3.62479 0.97523
C6 -5.74691 3.49801 0.84136
C7 -6.31133 2.27933 0.47945
C8 -5.48534 1.19321 0.23837
C9 -4.10357 1.32106 0.35997
As1 -2.85021 -0.10822 0.05990
C10 -2.89665 -0.96051 1.81567
C11 -2.16183 -2.12935 2.01946
C12 -2.12336 -2.73391 3.26908
C13 -2.80950 -2.16241 4.33521
C14 -3.52823 -0.98966 4.14481
C15 -3.56888 -0.38787 2.89069
C16 -4.00652 -1.29884 -0.97842
C17 -4.34812 -2.58272 -0.56951
C18 -5.20823 -3.35888 -1.34218
C19 -5.72692 -2.85866 -2.52699
C20 -5.38437 -1.57541 -2.94349
C21 -4.52817 -0.79951 -2.17613
H7 -3.92680 4.57060 1.26371
H8 -6.38481 4.35643 1.02356
H9 -7.38549 2.17637 0.38220
H10 -5.92237 0.24345 -0.03880
H11 -1.60015 -2.56328 1.20437
H12 -1.54855 -3.64243 3.41349
H13 -2.78393 -2.63197 5.31239
H14 -4.06728 -0.54038 4.97170
H15 -4.12732 0.52889 2.74822
H16 -3.96570 -2.98138 0.36020
H17 -5.47926 -4.35379 -1.00643
H18 -6.40108 -3.46350 -3.12315
H19 -5.78709 -1.17737 -3.86819
H20 -4.26282 0.20193 -2.49356
S2 1.12177 2.76699 0.56556
C22 2.84198 2.39799 0.43097
C23 3.70977 3.09090 1.29493
C24 5.08515 2.97609 1.18152
C25 5.64612 2.17778 0.18756
C26 4.80684 1.47876 -0.65950
C27 3.41742 1.55430 -0.52631
As2 2.27070 0.49602 -1.67267
C28 3.10158 -1.28111 -1.50108
C29 2.65112 -2.28555 -2.36071
C30 3.07613 -3.60209 -2.22187
C31 3.97396 -3.93538 -1.21578
C32 4.45991 -2.93929 -0.37792
C33 4.02647 -1.62517 -0.52079
C34 3.05680 1.02443 -3.39028
C35 2.71451 2.29374 -3.86240
C36 3.29929 2.79070 -5.01869
C37 4.22315 2.02422 -5.72022
C38 4.55254 0.75493 -5.26548
C39 3.97178 0.25339 -4.10288
H21 3.27238 3.74648 2.04000
H22 5.72782 3.52780 1.85938
H23 6.72213 2.10745 0.07254
H24 5.23409 0.86053 -1.44011
H25 1.99272 -2.03567 -3.18752
H26 2.70699 -4.36494 -2.89782
H27 4.30406 -4.96158 -1.09726
H28 5.17996 -3.18464 0.39651
H29 4.42875 -0.85971 0.12372
H30 1.98363 2.88366 -3.32322
H31 3.03093 3.77881 -5.37492
H32 4.68697 2.41698 -6.61836
H33 5.26808 0.14927 -5.81124
H34 4.24908 -0.73148 -3.75571
C40 3.16138 -1.94060 3.92291
C41 3.14664 -0.60079 3.19971
N2 1.92609 0.15651 3.45144
C42 0.83118 0.15503 2.68064
S3 0.78461 -0.71426 1.18607
N3 -0.21346 0.83748 3.12338
C43 -0.21619 1.71422 4.28627
C44 -0.51808 0.97855 5.59021
H35 4.10026 -2.46722 3.72632
H36 2.33482 -2.56356 3.57080
H37 3.06431 -1.80947 5.00378
H38 3.20611 -0.75618 2.13310
H39 3.98916 0.01877 3.49935
H40 1.86052 0.62910 4.33709
H41 -0.97365 0.96146 2.47685
H42 -0.97846 2.46302 4.08914
H43 0.73463 2.25281 4.33827
H44 -1.46835 0.44781 5.50390
H45 -0.58661 1.68720 6.42062
H46 0.25354 0.24066 5.83331

The energy relative to the best compared isomer or geometry (same formula, charge and spin) comes out at 107.6 kJ/mol. As for the charge: 0. The LUMO energy (alpha / beta) comes out at 0.46 / -0.83 eV. Its highest occupied orbital energy (alpha / beta) is -6.734 / -6.946 eV. Its spin multiplicity is 6. The frontier orbital gap (alpha / beta) comes out at 7.19 / 6.11 eV.

Entry 2:
# C44H46Br2CsN6O9P3SSe3Te

C44H46Br2CsN6O9P3SSe3Te as an isolated structure (the ωB97M-V functional and the def2-TZVPD basis, the Open Molecules 2025 dataset).

Element x y z (Å)
Cs1 0.14969 0.90003 -0.13199
Se1 5.44064 0.41855 0.32713
Se2 5.28421 2.75658 0.20031
Te1 2.89682 3.35761 -0.20819
Se3 3.17812 4.89362 -2.06859
C1 0.09556 3.14083 4.78345
C2 -0.52343 3.15556 3.38283
O1 -1.59159 4.09724 3.24723
P1 -1.13310 1.49272 2.94161
O2 -2.39683 1.36950 3.96393
O3 -0.16346 0.39032 3.54331
O4 -1.61007 1.22983 1.56599
P2 0.80910 3.44246 2.13249
O5 -0.01571 4.03142 0.86207
O6 1.17224 2.00777 1.79145
O7 1.81115 4.40426 2.63206
H1 -0.57915 2.69352 5.51875
H2 0.32878 4.16835 5.06188
H3 1.03353 2.58085 4.77802
H4 -2.27691 3.86108 3.88204
H5 -3.09915 0.89158 3.48691
H6 0.73479 0.53402 3.15011
H7 -0.50402 4.82388 1.13668
Br1 -5.53325 6.74178 0.90671
C3 -4.30007 5.66451 -0.07919
C4 -3.80493 4.49391 0.48919
C5 -2.93421 3.70490 -0.23885
C6 -2.50284 4.07467 -1.53024
C7 -3.01576 5.27463 -2.06709
C8 -3.91259 6.05674 -1.34992
N1 -1.68622 3.18865 -2.18654
C9 -0.99804 3.51279 -3.25274
C10 -0.24326 2.53573 -3.98661
C11 0.38170 2.88699 -5.20203
C12 1.08927 1.93768 -5.90224
C13 1.19314 0.64333 -5.38631
C14 0.56504 0.38147 -4.17625
N2 -0.14833 1.27456 -3.49478
H8 -4.10219 4.19997 1.48886
H9 -2.54707 2.77134 0.17409
H10 -2.73469 5.58690 -3.06651
H11 -4.30605 6.97275 -1.77434
H12 -0.93328 4.53894 -3.62255
H13 0.30335 3.90579 -5.56478
H14 1.56905 2.19341 -6.83962
H15 1.76281 -0.12528 -5.89141
H16 0.63335 -0.60721 -3.72853
O8 4.05425 1.22142 3.39043
N3 3.27117 0.31500 3.99693
C15 2.90826 -0.71184 3.32775
C16 2.10751 -1.75769 4.02305
C17 2.04862 -1.71111 5.42163
C18 1.32647 -2.63723 6.14633
C19 0.63664 -3.63926 5.47753
C20 0.69340 -3.70645 4.09549
C21 1.42638 -2.78756 3.33753
P3 1.44301 -2.81548 1.46891
C22 2.88397 -3.94617 1.21376
C23 2.87606 -4.94738 0.23849
C24 4.02349 -5.67321 -0.05526
C25 5.21674 -5.39026 0.59405
C26 5.24722 -4.38373 1.55033
C27 4.09334 -3.67710 1.86220
C28 -0.00514 -3.90586 1.12749
C29 -0.05261 -5.28992 1.32535
C30 -1.21279 -6.00436 1.06760
C31 -2.35444 -5.34853 0.61583
C32 -2.32836 -3.97688 0.42174
C33 -1.15869 -3.26450 0.66734
H17 4.34788 0.89557 2.49525
H18 3.19480 -0.83877 2.28634
H19 2.58296 -0.91196 5.92276
H20 1.29346 -2.57593 7.22791
H21 0.04917 -4.36753 6.02622
H22 0.13631 -4.48815 3.60161
H23 1.97208 -5.15009 -0.31825
H24 3.98805 -6.44997 -0.81185
H25 6.11662 -5.94416 0.35025
H26 6.17717 -4.13195 2.05000
H27 4.14918 -2.89799 2.61358
H28 0.82216 -5.81449 1.68851
H29 -1.22947 -7.07739 1.22837
H30 -3.25702 -5.91187 0.40620
H31 -3.20198 -3.44858 0.06001
H32 -1.15768 -2.19226 0.48893
O9 3.50025 1.10299 -2.35295
H33 4.24871 0.78791 -1.80734
H34 3.84723 1.83778 -2.87533
C34 -4.28500 2.34398 -4.68175
C35 -4.30698 1.57128 -3.41029
C36 -5.18782 1.79121 -2.39263
C37 -5.08803 0.97661 -1.25742
N4 -4.27969 -0.06345 -1.18849
C38 -3.44447 -0.32672 -2.22380
S1 -2.47044 -1.69023 -2.30845
N5 -3.45511 0.53963 -3.29271
C39 -5.94494 1.23618 -0.05643
H35 -5.08291 3.08471 -4.68961
H36 -4.40590 1.67217 -5.53500
H37 -3.32402 2.85608 -4.79130
H38 -5.88796 2.61254 -2.43791
H39 -2.68081 0.43989 -3.93728
H40 -6.37357 2.23899 -0.08383
H41 -5.33692 1.12212 0.84263
H42 -6.75316 0.50155 -0.01073
Br2 4.31294 -4.63252 -4.42837
C40 3.35007 -3.50488 -3.23414
C41 4.03567 -2.66366 -2.38399
C42 3.27961 -1.90249 -1.49911
N6 1.94876 -1.94118 -1.45219
C43 1.31115 -2.74956 -2.30088
C44 1.96840 -3.56375 -3.21577
H43 5.11478 -2.59490 -2.37964
H44 3.78414 -1.22849 -0.80662
H45 0.22288 -2.74782 -2.25331
H46 1.41881 -4.21290 -3.88346

The energy relative to the best compared isomer or geometry (same formula, charge and spin) comes out at 155.4 kJ/mol. As for the charge: -2. The LUMO energy (alpha / beta) comes out at 2.84 / 2.83 eV. Its highest occupied orbital energy (alpha / beta) is 0.115 / 0.116 eV. Its spin multiplicity is 1. The frontier orbital gap (alpha / beta) comes out at 2.72 / 2.72 eV.

Entry 3:
# C44H46CdF6N4O7PS2Te

C44H46CdF6N4O7PS2Te as an isolated structure (the ωB97M-V functional and the def2-TZVPD basis, the Open Molecules 2025 dataset).

Element x y z (Å)
Cd1 0.68380 -0.06226 0.97036
O1 2.55491 -0.15859 -0.36920
C1 3.64494 -0.78342 -0.12717
C2 4.41705 -1.33432 -1.19552
C3 5.58698 -2.01625 -0.97461
C4 6.09909 -2.18343 0.32300
C5 5.39730 -1.63086 1.37083
C6 4.18840 -0.94433 1.18637
C7 3.60326 -0.30608 2.34447
N1 2.45449 0.26250 2.40329
N2 2.20963 0.93288 3.59827
C8 1.15195 1.70600 3.46182
O2 0.42376 1.85894 2.43732
C9 0.74910 2.44888 4.70931
C10 -0.25990 3.40246 4.62237
C11 -0.70700 4.06203 5.75993
C12 -0.15381 3.76747 6.99976
C13 0.86039 2.82105 7.09030
C14 1.31350 2.17116 5.95097
H1 4.03019 -1.19597 -2.19783
H2 6.12811 -2.42879 -1.82020
H3 7.02341 -2.72011 0.49322
H4 5.78129 -1.72215 2.38336
H5 4.22583 -0.24290 3.24160
H6 -0.69012 3.59743 3.64824
H7 -1.49606 4.80076 5.68015
H8 -0.51282 4.26878 7.89101
H9 1.29469 2.58365 8.05445
H10 2.10851 1.43796 6.00209
F1 -4.11859 -3.19457 1.15050
C15 -3.13436 -4.03860 0.82539
F2 -2.62834 -4.54923 1.94385
F3 -3.65823 -5.03820 0.11319
S1 -1.87076 -3.14911 -0.16595
O3 -1.48394 -2.00830 0.62595
O4 -2.54474 -2.95216 -1.41194
N3 -0.73283 -4.22169 -0.31366
S2 0.49905 -4.32870 0.67827
O5 1.18771 -3.08289 0.90025
O6 0.25650 -5.17204 1.81762
C16 1.59474 -5.35096 -0.39045
F4 1.08835 -6.57400 -0.56428
F5 1.79793 -4.81229 -1.58456
F6 2.77444 -5.46610 0.22299
C17 -2.27842 1.34420 0.81803
C18 -1.44202 1.66478 -0.41339
O7 -1.82377 2.61867 -1.13600
N4 -0.39525 0.88367 -0.65305
Te1 0.46800 1.57256 -2.54720
C19 0.42132 2.74557 -4.52361
C20 0.09180 4.10346 -4.55717
C21 -0.46381 4.84858 -3.36191
C22 0.24164 4.83027 -5.74281
C23 0.72256 4.24534 -6.90021
C24 0.90060 5.04075 -8.16856
C25 1.05812 2.89574 -6.85330
C26 0.91989 2.14296 -5.69131
C27 1.30680 0.68307 -5.74582
C28 -0.83055 0.15169 -3.46895
C29 -2.08993 0.50845 -3.97398
C30 -2.65477 1.90640 -3.93537
C31 -2.88954 -0.48339 -4.53823
C32 -2.49184 -1.80813 -4.60929
C33 -3.40064 -2.87384 -5.16030
C34 -1.24588 -2.13688 -4.10832
C35 -0.40949 -1.18708 -3.53060
C36 0.90436 -1.70017 -3.00587
H11 -3.20405 1.91471 0.78500
H12 -1.71333 1.60641 1.71579
H13 -2.49786 0.27548 0.84985
H14 -0.52747 4.23485 -2.46703
H15 -1.47535 5.20467 -3.57728
H16 0.14800 5.72696 -3.13732
H17 -0.03069 5.88337 -5.75160
H18 0.51437 6.05433 -8.05240
H19 0.37878 4.57454 -9.00764
H20 1.95592 5.11495 -8.44411
H21 1.44941 2.41543 -7.74733
H22 1.93746 0.48868 -6.61495
H23 0.42192 0.04521 -5.81266
H24 1.85060 0.37269 -4.85107
H25 -2.42078 2.40959 -2.99666
H26 -3.73982 1.86220 -4.04433
H27 -2.25488 2.50938 -4.75350
H28 -3.87346 -0.20548 -4.90582
H29 -4.33297 -2.44448 -5.53012
H30 -3.64520 -3.60060 -4.38237
H31 -2.92544 -3.41604 -5.98125
H32 -0.92146 -3.17434 -4.11585
H33 0.72626 -2.48946 -2.27165
H34 1.51753 -0.95288 -2.51225
H35 1.48742 -2.14135 -3.82025
C37 1.31698 -1.70360 5.19963
P1 -0.09926 -1.16755 4.15983
C38 -0.73986 -2.83673 3.71577
C39 -1.34511 -0.68094 5.43281
C40 -1.67812 -1.46066 6.54025
C41 -2.64759 -1.04252 7.43945
C42 -3.30496 0.16790 7.24454
C43 -2.98106 0.95510 6.15070
C44 -2.00603 0.53185 5.25455
H36 1.04276 -2.52565 5.86457
H37 1.70520 -0.86452 5.77763
H38 2.10549 -2.03789 4.52321
H39 -1.09268 -3.40592 4.57791
H40 0.05764 -3.40326 3.22132
H41 -1.55465 -2.72324 3.00407
H42 -1.17325 -2.40525 6.70976
H43 -2.89345 -1.66278 8.29350
H44 -4.06666 0.49126 7.94397
H45 -3.47983 1.90333 5.99279
H46 -1.74742 1.15193 4.40262

The energy relative to the best compared isomer or geometry (same formula, charge and spin) comes out at 0.0 kJ/mol. As for the charge: -2. The LUMO energy (alpha / beta) comes out at 3.92 / 3.90 eV. Its highest occupied orbital energy (alpha / beta) is -1.976 / -2.488 eV. Its spin multiplicity is 2. The frontier orbital gap (alpha / beta) comes out at 5.89 / 6.39 eV.

Entry 4:
# C44H46F5N2O4S2

A 5-piece molecular cluster, C44H46F5N2O4S2 overall (the ωB97M-V functional and the def2-TZVPD basis, the Open Molecules 2025 dataset).

Element x y z (Å)
C1 -5.47063 -5.99005 -1.13176
C2 -5.09752 -4.63294 -1.27317
C3 -3.84756 -4.10675 -2.12987
C4 -2.49827 -3.79576 -1.38431
C5 -2.52988 -4.05889 0.21290
O1 -2.73507 -3.05411 0.98793
O2 -2.32367 -5.30181 0.78829
C6 -1.21160 -3.23550 -2.07741
C7 0.14341 -2.87357 -1.32870
C8 0.65753 -3.97982 -0.27823
C9 0.81469 -3.20342 1.14783
C10 1.02454 -4.19271 2.39924
C11 0.05995 -3.67216 3.58491
C12 0.77969 -2.56186 4.55126
C13 -0.04759 -1.18687 4.65626
C14 0.14799 -0.18876 3.40806
C15 1.72866 0.07372 3.10891
C16 -1.31120 -2.98206 -3.63157
S1 0.08617 -2.28042 -4.63155
O3 1.39059 -3.05076 -4.43804
O4 -0.18185 -2.33108 -6.13219
C17 0.25048 -0.48673 -4.03076
F1 1.61469 -0.17411 -3.71031
F2 -0.50097 -0.26866 -2.81711
C18 -0.38104 0.57646 -5.09531
F3 0.49677 0.89236 -6.14909
F4 -0.63289 1.76395 -4.31508
F5 -1.66061 0.13209 -5.51841
C19 -2.65968 -3.29765 -4.38090
N1 -3.01777 -3.12131 -5.76860
S2 -4.62159 -3.56761 -6.13260
N2 -5.11530 -4.06101 -4.55187
C20 -3.98395 -3.87119 -3.67555
H1 -6.17344 -6.26612 -0.25852
H2 -5.14997 -6.84514 -1.81212
H3 -5.74082 -3.85749 -0.71314
H4 1.02491 -2.63429 -2.02623
H5 -0.06111 -1.88873 -0.74976
H6 -0.00265 -4.91347 -0.20052
H7 1.69629 -4.33867 -0.64208
H8 -0.11882 -2.55059 1.28489
H9 1.71339 -2.49414 1.08002
H10 2.11566 -4.02994 2.75948
H11 0.90095 -5.29719 2.14079
H12 -0.32246 -4.55121 4.22696
H13 -0.89431 -3.14597 3.19655
H14 0.77854 -3.02682 5.60335
H15 1.88178 -2.40854 4.26776
H16 -1.16609 -1.41679 4.83643
H17 0.29338 -0.59284 5.59424
H18 -0.36862 -0.61637 2.47929
H19 -0.35151 0.82540 3.62289
H20 1.93652 1.11481 2.68480
H21 2.04905 -0.77879 2.39328
H22 2.27413 -0.10682 4.11151
C21 0.25212 2.64085 0.20652
C22 0.03516 3.83102 0.89401
C23 -0.54400 4.91618 0.24263
C24 -0.91554 4.80771 -1.09488
C25 -0.70192 3.61599 -1.78159
C26 -0.11423 2.53403 -1.13253
H23 0.70679 1.79564 0.71384
H24 0.31850 3.91352 1.93864
H25 -0.70687 5.84630 0.77726
H26 -1.37159 5.65216 -1.60135
H27 -0.99293 3.53066 -2.82298
H28 0.05695 1.60780 -1.66892
C27 4.05036 1.10525 -0.91569
C28 5.22932 1.25810 -0.19217
C29 6.36371 0.53486 -0.54808
C30 6.32176 -0.33467 -1.63446
C31 5.14377 -0.48471 -2.36026
C32 4.00674 0.23160 -1.99880
H29 3.16465 1.66696 -0.63581
H30 5.26385 1.94116 0.65072
H31 7.28089 0.64917 0.02027
H32 7.20760 -0.89510 -1.91502
H33 5.11157 -1.16150 -3.20819
H34 3.08847 0.11055 -2.56034
C33 -5.48343 0.43445 1.78369
C34 -5.19690 -0.25122 0.60740
C35 -4.10565 0.12417 -0.16923
C36 -3.29404 1.18012 0.23560
C37 -3.57816 1.86373 1.41390
C38 -4.67516 1.49414 2.18609
H35 -6.33676 0.14332 2.38763
H36 -5.82534 -1.07890 0.29531
H37 -3.88613 -0.40656 -1.08965
H38 -2.43967 1.46991 -0.36773
H39 -2.94390 2.68619 1.73016
H40 -4.89984 2.03063 3.10212
C39 4.08362 6.01973 2.67918
C40 3.98075 7.33494 3.12247
C41 3.13836 8.22722 2.46631
C42 2.39080 7.80125 1.37184
C43 2.49098 6.48515 0.93099
C44 3.34031 5.59534 1.58153
H41 4.74312 5.32502 3.18900
H42 4.55845 7.66503 3.97993
H43 3.06332 9.25429 2.80801
H44 1.73012 8.49558 0.86298
H45 1.90712 6.15278 0.07909
H46 3.42206 4.57081 1.23401

As for the charge: -1. The LUMO energy comes out at 0.47 eV. Its highest occupied orbital energy is -5.229 eV. Its spin multiplicity is 1. The frontier orbital gap comes out at 5.70 eV.

Number 1: calculated total energy -7780.011211 hartree. Number 2: calculated total energy -16773.028472 hartree. Number 3: calculated total energy -4622.736602 hartree. Number 4: calculated total energy -3410.070464 hartree.